C31H77F2N2O7 | ωB97M-V/def2-TZVPD

Last column: Mulliken charge in e.
Atoms and positions in Å:
F (-2.6022, 0.3902, -0.5103)  -0.455
F (-5.4065, 4.2213, 2.9761)  -0.231
O (2.2118, -6.0676, 0.7775)  -0.481
O (0.6116, -0.0893, -3.9574)  -0.580
O (2.7112, 7.5859, -0.9941)  -0.470
O (-1.2031, -7.5990, -2.2723)  -0.551
O (-0.1004, 4.7918, -1.3907)  -0.329
O (-0.4594, -3.1575, 3.0646)  -0.566
O (6.4161, -3.5877, 3.3563)  -0.531
N (-7.1122, 1.5392, 0.1148)  -0.664
N (-4.8442, 3.2511, 2.1369)  0.872
C (3.3564, -6.9643, 2.6989)  -1.395
C (3.0750, -5.7250, 1.8631)  0.679
C (-0.2822, 1.1056, -0.2133)  0.003
C (1.9927, 4.3195, -2.4857)  -1.130
C (-2.7840, 1.8002, 1.9780)  -0.532
C (2.2290, 8.9320, -1.0076)  0.495
C (-5.8352, 2.1205, 2.1290)  -0.918
C (-0.7174, 1.4660, -5.2260)  -1.512
C (-4.6288, 3.9186, 0.8323)  -0.867
C (-3.4297, -6.6871, -2.2026)  -1.256
C (4.3614, -5.1192, 1.3256)  -1.073
C (-2.7473, -3.7393, 2.5840)  -1.442
C (2.9973, 9.7380, -2.0428)  -1.314
C (0.0483, 0.4799, 1.1803)  -1.188
C (-0.8504, -4.6285, 1.1965)  -1.169
C (8.6573, -3.0927, 4.0934)  -1.357
C (-1.7853, 1.5225, -0.3908)  -0.251
C (-5.8577, 1.2531, 0.8277)  0.093
C (-1.3702, -3.4507, 2.0046)  0.984
C (-3.6121, 2.8062, 2.8358)  -1.341
C (-0.6430, 0.5862, -3.9871)  2.018
C (-2.3107, 2.5456, 0.6852)  0.754
C (-1.7696, -0.4355, -3.9627)  -1.401
C (7.3736, -5.0389, 5.0261)  -1.194
C (-3.3758, 3.4933, -0.0038)  -0.948
C (7.6379, -4.1817, 3.7980)  0.470
C (2.3680, 9.5378, 0.3803)  -1.385
C (0.5177, 4.6268, -2.6717)  1.085
C (-2.0229, -6.5408, -2.7628)  0.537
C (-2.0260, -6.5606, -4.2837)  -1.420
C (0.3163, 5.8854, -3.5001)  -1.261
H (0.6696, -0.6420, -4.7432)  0.358
H (4.1455, -4.2365, 0.7202)  0.312
H (4.0652, 9.7539, -1.8072)  0.341
H (-3.4726, -3.9481, 1.7946)  0.352
H (0.1407, -4.4117, 0.7961)  0.279
H (0.1033, 2.1863, -5.2342)  0.370
H (3.9986, -6.7292, 3.5503)  0.308
H (-1.5835, -5.6055, -2.4094)  0.249
H (-0.7976, -0.1500, 1.5245)  0.077
H (-3.8715, -7.6401, -2.5075)  0.376
H (6.9670, -4.4334, 5.8416)  0.331
H (-3.8249, 2.4305, 3.8572)  0.436
H (-1.7104, -1.0980, -4.8306)  0.431
H (2.4250, -7.3951, 3.0724)  0.350
H (5.0317, -4.8297, 2.1369)  0.126
H (-2.4209, -7.5093, -4.6584)  0.356
H (2.5466, -4.9853, 2.4694)  0.201
H (-6.8634, 2.5106, 2.2970)  0.439
H (-3.3132, 0.8450, 1.7698)  0.174
H (-4.0783, -5.8777, -2.5450)  0.355
H (1.1732, 8.8899, -1.2854)  0.240
H (2.4903, 5.1362, -1.9561)  0.150
H (-1.9116, 1.5147, 2.6048)  0.480
H (0.1997, 1.2616, 1.9637)  0.245
H (-5.5242, 3.8401, 0.1793)  0.167
H (0.7625, 5.7818, -4.4906)  0.433
H (6.0848, -3.0286, 4.0662)  0.309
H (-1.4301, 3.1593, 0.9845)  0.687
H (6.6340, -5.8105, 4.8030)  0.242
H (8.8308, -2.4799, 3.2070)  0.336
H (-5.9302, 0.1919, 1.1645)  0.359
H (-2.7115, -4.5981, 3.2599)  0.390
H (-4.9406, 1.3103, 0.2042)  0.109
H (-1.4184, -2.5629, 1.3690)  -0.083
H (-0.6225, 0.8651, -6.1344)  0.437
H (-7.3831, 2.5120, 0.1673)  0.198
H (-0.4079, -3.9332, 3.6317)  0.373
H (-2.6319, -5.7473, -4.6891)  0.353
H (-3.4095, -6.6806, -1.1109)  0.309
H (-2.9735, 3.7094, 2.9809)  0.464
H (-0.7499, -5.5182, 1.8242)  0.314
H (9.6095, -3.5190, 4.4147)  0.376
H (-1.6623, 2.0128, -5.2677)  0.337
H (0.3314, 5.5350, -0.9536)  0.255
H (-4.5388, 5.0066, 1.0440)  0.404
H (8.2930, -2.4232, 4.8782)  0.347
H (1.9886, 10.5609, 0.4048)  0.380
H (-1.6953, -1.0665, -3.0747)  0.325
H (-0.6934, 1.2016, -3.0860)  -1.086
H (-3.1037, -2.8883, 3.1698)  0.346
H (-1.5801, -8.4303, -2.5768)  0.352
H (2.8962, 9.2873, -3.0319)  0.326
H (-1.5190, -4.8629, 0.3650)  0.180
H (-0.0758, 0.3227, -0.9808)  0.429
H (0.0237, 3.7828, -3.1602)  -0.353
H (-7.1118, 1.1876, -0.8334)  0.254
H (1.8194, 8.9446, 1.1147)  0.331
H (-1.8549, 2.0357, -1.3770)  0.139
H (2.6643, -6.7198, 0.2339)  0.296
H (7.9993, -4.8109, 2.9822)  0.274
H (2.1264, 3.4195, -1.8811)  0.285
H (3.4150, 9.5472, 0.6961)  0.358
H (-3.7234, 3.0051, -0.9383)  0.528
H (4.8840, -5.8296, 0.6768)  0.349
H (-5.6133, 1.4728, 2.9944)  0.360
H (2.6365, 10.7670, -2.0899)  0.400
H (-2.7471, 0.0523, -3.9630)  0.335
H (3.8452, -7.7355, 2.0964)  0.370
H (-0.7480, 6.1017, -3.6178)  0.360
H (0.7660, 6.7503, -3.0039)  0.076
H (-1.0096, -6.4644, -4.6696)  0.345
H (3.6422, 7.6073, -0.7506)  0.306
H (0.4244, 1.9351, -0.4097)  -0.039
H (2.4907, 4.1704, -3.4454)  0.427
H (-2.8304, 4.4051, -0.3348)  0.270
H (0.9711, -0.1371, 1.1629)  0.471
H (8.2878, -5.5227, 5.3750)  0.374

Results
spin multiplicity = 1
frontier orbital gap = 8.68 eV
net charge = +1
strongest force on any atom = 0.045 Eh/bohr
LUMO energy = -2.4 eV

C20H57N5O7Ti2 | ωB97M-V/def2-TZVPD

Last column: Löwdin spin population.
Atoms and positions in Å:
Ti (-0.0796, 0.1962, -0.4779)  2.519
Ti (-3.0327, -0.2923, -0.3651)  2.734
O (0.9809, 1.7709, -5.2249)  0.000
O (-1.8094, 1.0201, 1.0336)  0.104
O (-1.6502, 0.0665, -2.2549)  0.111
O (0.0000, 4.7544, 1.1388)  0.001
O (4.0670, 0.6207, 3.0932)  0.002
O (0.0922, -5.5927, 0.3434)  0.001
O (-4.1371, -1.1041, 4.7972)  0.002
N (1.7614, 1.4073, 0.3347)  0.038
N (1.0080, 0.0926, -2.9082)  0.021
N (-1.5681, 3.2051, -0.9517)  0.011
N (-2.2927, -1.5673, 1.6991)  0.054
N (-0.0199, -2.1867, -1.0968)  0.054
C (-0.6006, -6.4635, 1.1730)  0.000
C (-0.2157, 5.0946, -0.2456)  0.001
C (-3.0091, -1.1450, 3.9312)  0.004
C (0.1367, 5.8591, 2.0079)  0.000
C (0.3355, -3.5811, -1.0304)  0.004
C (-3.4257, -1.7035, 2.5709)  0.032
C (2.5790, 0.5651, 1.1887)  0.035
C (3.3804, 1.4547, 2.1290)  0.004
C (1.8347, -3.5779, -0.7787)  0.003
C (-3.9421, -3.0989, 2.6329)  0.008
C (1.1415, -0.3897, -4.2899)  0.003
C (4.4960, 1.3646, 4.2195)  0.000
C (-0.2305, 3.7832, -1.0829)  0.006
C (-3.8027, -0.9104, 6.1165)  0.000
C (-0.4317, -4.2751, 0.1560)  0.004
C (3.2896, -0.4631, 0.3128)  0.020
C (0.5752, 2.7190, -6.1485)  0.000
C (0.6477, -1.8095, -4.1588)  0.002
C (-0.1333, 4.0912, -2.6258)  0.001
C (0.4062, 0.4655, -5.3170)  0.001
H (2.3848, -3.0146, -1.5324)  0.000
H (-2.2947, -1.7854, 4.4486)  0.001
H (2.2181, -0.4496, -4.4497)  0.001
H (-1.6461, 2.7571, -0.0498)  0.002
H (1.2108, 1.0621, -3.1060)  0.004
H (-3.1313, -0.0750, 6.3146)  0.000
H (4.0673, -0.0163, -0.3066)  0.001
H (2.7504, 2.1642, 2.6655)  0.001
H (-0.6618, 6.5828, 1.8448)  0.000
H (-1.5056, -4.3270, -0.0236)  0.002
H (1.2779, 2.0906, 0.8998)  0.007
H (-4.2667, -1.1092, 2.2136)  0.033
H (4.9819, 0.7772, 4.9987)  0.000
H (0.1796, 5.4143, 3.0021)  0.000
H (1.9241, 0.0244, 1.8719)  0.026
H (2.1381, -3.1206, 0.1631)  0.002
H (-0.6684, 0.4606, -5.1343)  0.001
H (-3.0837, -3.7603, 2.7500)  0.000
H (-0.2243, 3.2521, -3.3155)  0.001
H (-4.4734, -3.4747, 1.7585)  0.008
H (-2.5550, -0.1565, 3.8627)  0.002
H (-1.5316, 0.6744, 1.9042)  0.016
H (-1.5665, -6.7305, 0.7444)  0.000
H (1.2166, 3.5854, -5.9868)  0.000
H (-1.4403, -1.8837, 2.1388)  0.013
H (-3.3172, -1.7942, 6.5306)  0.000
H (-0.9828, -2.1986, -1.4013)  0.022
H (-1.5731, -0.5783, -2.9848)  0.011
H (-4.6939, -3.2648, 3.4045)  0.000
H (1.1553, -2.3730, -3.3758)  0.000
H (-0.3236, -3.7036, 1.0779)  0.002
H (4.1376, 2.0477, 1.6161)  0.001
H (5.2555, 2.0902, 3.9283)  0.000
H (0.4240, -1.8205, -1.9268)  0.004
H (0.5830, 3.1668, -0.7003)  0.003
H (0.5293, 0.0655, -6.3234)  0.000
H (2.5964, -0.9533, -0.3708)  0.012
H (0.7537, 2.4777, -7.1964)  0.000
H (2.4372, 1.9498, -0.1840)  0.002
H (1.0969, 6.3550, 1.8659)  0.000
H (2.2169, -4.5956, -0.8586)  0.000
H (-0.6799, -6.0243, 2.1674)  0.000
H (0.0228, 0.1659, -2.6984)  0.007
H (-2.1433, -0.5814, 1.5391)  0.018
H (0.7129, 5.6052, -0.5004)  0.000
H (0.8124, 4.4992, -2.9824)  0.000
H (0.9446, -2.3990, -5.0262)  0.000
H (3.8458, -1.2122, 0.8763)  0.001
H (-1.6338, 2.3948, -1.5510)  0.007
H (0.0006, -4.0729, -1.9437)  0.000
H (0.0625, -7.3018, 1.3866)  0.000
H (-0.4488, 3.0513, -5.9773)  0.000
H (-0.4299, -1.8704, -4.0065)  0.002
H (-4.7112, -0.9048, 6.7188)  0.000
H (-0.9170, 4.7821, -2.9365)  0.000
H (3.6666, 1.9143, 4.6644)  0.000
H (-1.0502, 5.7714, -0.4291)  0.000

Results
spin multiplicity = 7
frontier orbital gap (alpha / beta) = 4.52 / 9.26 eV
net charge = 0
strongest force on any atom = 0.049 Eh/bohr
LUMO energy (alpha / beta) = 0.4 / 0.3 eV

C15H52N8O11 | ωB97M-V/def2-TZVPD

Last column: Mulliken charge in e.
Atoms and positions in Å:
O (-6.5430, 2.8460, 20.4860)  -0.437
O (-8.5750, 5.1240, 19.7950)  4.034
O (-5.8010, 7.1650, 15.5750)  -0.547
O (-4.2350, 8.8400, 17.6760)  -0.504
O (-10.4620, 3.6080, 21.5960)  -0.513
O (-7.3220, 6.7240, 21.8740)  -0.561
O (-8.3580, 3.6520, 14.6160)  -0.549
O (-4.6860, 2.9270, 17.9480)  -0.765
O (-11.9930, 4.5330, 19.4030)  -0.807
O (-9.6450, 0.5630, 17.6800)  -0.807
O (-11.4670, 8.6760, 22.0990)  -0.808
N (-11.8810, 6.3910, 21.6590)  -0.068
N (-11.1170, 6.5120, 18.4040)  -0.324
N (-11.7570, 4.8320, 17.1160)  -0.208
N (-7.6270, 1.7750, 18.1660)  -0.167
N (-6.4670, 3.5710, 16.6110)  0.002
N (-9.6180, 2.7410, 18.4990)  1.417
N (-4.8110, 5.0490, 16.8450)  -0.198
N (-10.0770, 7.2460, 20.8340)  0.012
C (-7.8950, 6.4580, 23.1300)  -0.266
C (-9.6020, 2.5660, 21.8510)  0.336
C (-9.6570, 3.3950, 15.0750)  0.900
C (-5.5710, 3.7550, 20.8720)  -0.526
C (-11.1070, 7.4340, 21.6010)  0.371
C (-8.9580, 1.6670, 18.1620)  -0.092
C (-7.8310, 4.9650, 23.4080)  -0.395
C (-8.1260, 5.5080, 18.5530)  -0.970
C (-5.5990, 7.7630, 19.2330)  -0.109
C (-10.5770, 1.3920, 21.9550)  -1.501
C (-10.6790, 3.7600, 13.9700)  -1.371
C (-7.1960, 6.9460, 15.5450)  0.037
C (-5.3800, 8.9850, 18.4020)  -0.683
C (-11.6230, 5.3090, 18.3280)  0.304
C (-5.3190, 3.8600, 17.0840)  0.322
H (-10.9190, 4.8210, 13.8560)  0.298
H (-10.9860, 1.1980, 21.0040)  0.406
H (-7.7240, 6.1840, 21.2500)  0.123
H (-4.6620, 3.6150, 20.2040)  0.265
H (-10.0660, 0.4440, 22.0950)  0.440
H (-10.6220, 2.6410, 18.3880)  0.198
H (-7.0950, 5.0570, 18.3990)  -0.695
H (-5.8720, 4.7880, 20.7290)  -0.009
H (-5.5630, 7.9200, 14.9880)  0.349
H (-10.6980, 6.8900, 17.5500)  0.231
H (-8.9060, 6.8150, 23.0860)  0.020
H (-7.4060, 7.4320, 14.5250)  0.437
H (-6.2670, 2.0460, 20.8560)  0.255
H (-9.2570, 3.7170, 18.6230)  -1.533
H (-7.9150, 7.5250, 16.2040)  0.113
H (-11.6870, 5.4570, 21.2830)  0.126
H (-7.4550, 5.8850, 15.6410)  -0.271
H (-6.8300, 4.8910, 23.8320)  0.334
H (-7.0380, 2.2770, 18.8930)  0.116
H (-10.5300, 3.3260, 13.0080)  0.423
H (-7.1540, 0.8210, 17.8730)  0.296
H (-12.7290, 6.5210, 22.2480)  0.237
H (-8.8230, 2.5280, 21.1820)  -0.211
H (-4.7410, 7.6350, 19.8920)  0.407
H (-5.1550, 5.8190, 16.2200)  0.263
H (-5.3190, 9.8950, 18.9840)  0.531
H (-11.4670, 5.3860, 16.3130)  0.171
H (-11.3020, 1.6960, 22.7330)  0.315
H (-9.7320, 2.3640, 15.3850)  0.224
H (-7.0870, 4.0790, 16.0140)  -0.160
H (-11.5950, 3.2790, 14.2780)  0.412
H (-9.7670, 3.9610, 15.9910)  -0.603
H (-7.9190, 4.4340, 22.4530)  -0.407
H (-5.3870, 3.6160, 21.9630)  0.308
H (-8.0950, 6.5440, 18.5200)  0.652
H (-10.9920, 6.7770, 19.3620)  0.266
H (-6.2580, 9.1910, 17.7090)  0.073
H (-9.6780, 6.3230, 20.6970)  -0.392
H (-8.2240, 3.1110, 13.8230)  0.299
H (-4.0170, 5.2500, 17.4140)  0.209
H (-6.9680, 2.8200, 17.1350)  0.274
H (-9.4920, 8.1310, 20.8000)  0.213
H (-8.2180, 4.3080, 20.0390)  -1.385
H (-6.5250, 7.8970, 19.7390)  0.063
H (-8.5640, 4.5530, 24.0750)  0.444
H (-7.5460, 7.0480, 23.9800)  0.401
H (-10.8080, 3.4920, 20.6960)  0.157
H (-3.6200, 9.4680, 18.0730)  0.325
H (-12.0710, 3.8630, 16.9970)  0.280
H (-9.1750, 2.6630, 22.8730)  0.250
H (-8.7750, 5.1070, 17.8180)  0.034
H (-5.5920, 6.7860, 18.6070)  -0.128

Results
spin multiplicity = 1
SMILES string = NC(N)=O.NC(N)=O.NC(N)=O.NC(N)=O.CCO.CCO.CCO.CCO.CO.CO.CO
frontier orbital gap = 8.67 eV
net charge = 0
strongest force on any atom = 0.156 Eh/bohr
LUMO energy = -0.2 eV

> Which value of spin multiplicity does entry 1 give?

1

> The highest strongest force on any atom belongs to which entry?

C15H52N8O11

> Among the records above, which one has the lowest strongest force on any atom?

C31H77F2N2O7